Record 1
Computed, not measured: a cluster of 2 separate species, C4H14NO2 in total at a distorted geometry, with ωB97M-V with the def2-TZVPD basis set.

XYZ file:
```
21
C4H14NO2 ωB97M-V with the def2-TZVPD basis set
C 0.002 0.871 1.397
O -0.881 0.484 2.449
C -0.573 0.624 -0.009
C 0.547 1.025 -1.028
C 0.006 1.232 -2.434
N -0.798 -0.863 -0.168
H 0.182 1.949 1.491
H 0.886 0.212 1.485
H -0.520 0.692 3.358
H -1.503 1.137 -0.245
H 1.125 1.852 -0.613
H 1.207 0.152 -1.056
H 0.812 1.206 -3.159
H -0.771 0.513 -2.727
H -0.563 2.161 -2.512
H 0.055 -1.427 0.046
H -1.143 -1.230 -1.065
H -1.499 -1.202 0.507
H 1.567 -3.055 0.593
H 1.565 -3.122 -0.936
O 1.425 -2.518 -0.211
```

The energy relative to the best compared isomer or geometry (same formula, charge and spin) is 27.2 kcal/mol. The energy comes out at -9939.215 eV. For the HOMO energy (alpha / beta), the calculation gives -19.6 / -19.6 eV. As for the expectation value of S²: 0.754. Its multiplicity is 2. As for the gap between HOMO and LUMO (alpha / beta): 0.434 / 0.178 hartree. The value obtained for the strongest force on any atom is 2.335 eV/A. The charge is +2.

Atom charges from the Mulliken analysis, given in e for atoms 1 to 4:
1. C -0.5352
2. O -0.0580
3. C -0.1680
4. C -0.4002

Record 2
Computed, not measured: a cluster of 3 separate species, C5H7NO in total at a distorted geometry, with ωB97M-V with the def2-TZVPD basis set.

XYZ file:
```
14
C5H7NO ωB97M-V with the def2-TZVPD basis set
C 0.619 1.263 1.032
C -0.617 1.091 0.686
C -0.083 0.106 1.682
H 1.524 1.850 0.989
H -1.492 1.398 0.133
H 0.144 -0.920 1.372
H -0.395 0.188 2.726
C -1.799 -1.222 -1.308
N -2.733 -0.551 -1.212
H -0.872 -1.774 -1.366
C 1.424 -0.346 -1.185
O 1.072 -1.485 -0.974
H 2.375 0.042 -0.780
H 0.831 0.361 -1.795
```

The energy relative to the best compared isomer or geometry (same formula, charge and spin) is 105.2 kcal/mol. The energy comes out at -8831.639 eV. For the HOMO energy, the calculation gives -9.8 eV. Its multiplicity is 1. As for the gap between HOMO and LUMO: 0.376 hartree. The value obtained for the strongest force on any atom is 1.122 eV/A.

Atom charges from the Mulliken analysis, given in e for atoms 1 to 4:
1. C -0.5841
2. C -0.2426
3. C -0.3237
4. H 0.4177

Record 3
Computed, not measured: a structure of composition C23H44Cl3MnN4O3SSi at a distorted geometry, with ωB97M-V with the def2-TZVPD basis set.

XYZ file:
```
80
C23H44Cl3MnN4O3SSi ωB97M-V with the def2-TZVPD basis set
C 1.582 -4.176 -2.969
C 1.947 -3.014 -2.091
H 2.408 -4.576 -3.569
H 0.818 -3.856 -3.688
H 1.183 -5.033 -2.402
C 3.206 -2.576 -1.996
C 4.371 -3.112 -2.748
H 3.518 -1.808 -1.285
H 4.213 -3.033 -3.829
H 4.619 -4.154 -2.503
H 5.248 -2.518 -2.466
Mn -3.890 0.972 0.143
Cl -4.410 -0.781 1.412
Cl -4.790 1.543 -1.797
C -0.816 1.168 2.358
O -1.505 1.999 1.735
N 0.395 1.466 2.881
C 1.115 2.680 2.527
C 0.893 0.729 4.025
H -1.186 0.153 2.578
H 0.876 3.001 1.508
H 2.188 2.453 2.587
H 0.886 3.496 3.238
H 0.301 -0.180 4.158
H 0.838 1.322 4.953
H 1.938 0.445 3.860
H 0.635 0.305 -2.958
H 3.110 0.274 -3.669
C 0.793 1.388 -2.923
C 3.171 1.339 -3.437
N 2.152 1.658 -2.461
H 0.091 1.831 -2.219
C 2.333 2.689 -1.567
O 1.443 3.142 -0.847
H 4.149 1.580 -3.018
H 3.367 3.071 -1.559
H 0.672 1.790 -3.936
H 3.007 1.911 -4.360
O -0.027 -1.489 -2.045
C 0.835 -2.426 -1.251
C 2.042 -0.524 -0.210
C 1.440 -1.768 -0.016
H 1.883 -0.090 -1.192
C 2.956 -0.004 0.716
H 0.197 -3.251 -0.904
C 1.646 -2.455 1.197
H 3.426 0.961 0.495
C 3.153 -0.689 1.914
C 2.477 -1.880 2.156
H 1.166 -3.410 1.390
H 3.817 -0.266 2.651
H 2.568 -2.320 3.148
Si -1.869 -1.373 -2.343
Cl -1.832 0.099 -0.431
C -2.012 -0.225 -3.897
C -3.785 -1.806 -2.019
C -1.486 -3.205 -2.606
H -1.031 -0.094 -4.385
H -2.418 0.776 -3.698
H -2.674 -0.682 -4.651
H -0.584 -3.240 -3.234
H -2.204 -3.816 -3.110
H -1.311 -3.674 -1.614
H -4.501 -0.984 -1.963
H -3.902 -2.336 -1.061
H -4.138 -2.480 -2.819
C -3.265 1.665 5.263
N -3.746 1.553 3.906
C -3.982 2.577 3.094
S -4.807 2.396 1.596
N -3.602 3.825 3.419
C -2.236 4.164 3.888
H -3.564 2.614 5.709
H -2.184 1.544 5.348
H -3.746 0.845 5.809
H -3.952 0.636 3.527
H -3.921 4.457 2.667
H -1.945 5.054 3.328
H -2.184 4.388 4.955
H -1.567 3.344 3.608
```

The energy comes out at -124273.476 eV. For the HOMO energy (alpha / beta), the calculation gives -4.3 / -4.9 eV. As for the expectation value of S²: 8.759. Its multiplicity is 6. As for the gap between HOMO and LUMO (alpha / beta): 0.242 / 0.262 hartree. The value obtained for the strongest force on any atom is 3.089 eV/A. The charge is -1.

Atom charges from the Mulliken analysis, given in e for atoms 1 to 4:
1. C -1.8269
2. C 0.5050
3. H 0.4861
4. H 0.4907

Record 4
Computed, not measured: a structure of composition C23H48NO2P3Ru at a distorted geometry, with ωB97M-V with the def2-TZVPD basis set.

XYZ file:
```
78
C23H48NO2P3Ru ωB97M-V with the def2-TZVPD basis set
Ru 0.700 0.113 -0.529
P 1.878 -0.865 0.926
P 1.887 2.004 -0.419
P -0.535 -1.993 -0.398
H 0.775 2.505 -4.242
C -0.024 1.765 -4.003
C -1.020 1.919 -3.100
H -1.188 2.752 -2.365
C 3.275 -1.580 0.008
C 2.617 0.053 2.354
C 1.664 -2.343 2.048
C 1.568 3.287 -1.675
C 1.464 2.913 1.111
C 3.698 1.820 -0.486
C -2.060 -2.154 -1.401
C -1.248 -2.821 1.111
C 0.461 -3.336 -1.202
H 0.026 1.002 -4.815
H -1.871 1.213 -3.227
H 4.175 -1.291 0.558
H 3.347 -1.235 -1.040
H 3.174 -2.677 -0.007
H 3.090 -0.734 2.983
H 1.804 0.519 2.924
H 3.376 0.793 2.051
H 1.644 -3.307 1.522
H 0.779 -2.210 2.679
H 2.538 -2.314 2.718
H 2.420 3.976 -1.803
H 0.661 3.856 -1.438
H 1.396 2.753 -2.602
H 2.305 2.926 1.810
H 0.589 2.454 1.589
H 1.214 3.946 0.840
H 4.158 2.792 -0.742
H 3.982 1.109 -1.275
H 4.118 1.471 0.469
H -2.775 -2.845 -0.913
H -1.807 -2.535 -2.407
H -2.535 -1.162 -1.477
H -2.214 -3.265 0.808
H -1.435 -2.058 1.884
H -0.578 -3.611 1.467
H -0.288 -4.051 -1.608
H 1.113 -3.830 -0.465
H 1.068 -2.920 -2.025
C -0.660 -1.038 -4.042
C 0.551 -1.498 -4.575
C 0.431 -2.227 -5.746
C -0.737 -2.132 -6.552
C -1.911 -1.549 -6.034
C -1.881 -1.027 -4.732
O -0.724 -0.442 -2.838
H 0.186 -0.045 -2.494
H 1.488 -1.341 -4.032
H 1.314 -2.791 -6.054
H -0.699 -2.580 -7.526
H -2.870 -1.471 -6.587
H -2.772 -0.617 -4.217
O -0.920 0.632 1.518
C -1.594 0.703 2.578
C -1.058 0.151 3.894
C -0.689 1.284 4.871
C -1.902 1.837 5.652
C -2.923 2.525 4.778
C -3.590 1.572 3.792
N -2.791 1.298 2.600
H -1.828 -0.539 4.334
H -0.149 -0.433 3.638
H 0.038 0.849 5.582
H -0.169 2.103 4.326
H -2.343 0.986 6.172
H -1.505 2.537 6.391
H -3.670 2.965 5.439
H -2.459 3.360 4.234
H -3.818 0.614 4.283
H -4.543 1.999 3.460
H -3.189 1.508 1.686
```

The energy relative to the best compared isomer or geometry (same formula, charge and spin) is 37.6 kcal/mol. The energy comes out at -60615.820 eV. For the HOMO energy (alpha / beta), the calculation gives -20.3 / -20.2 eV. As for the expectation value of S²: 6.045. Its multiplicity is 5. As for the gap between HOMO and LUMO (alpha / beta): 0.251 / 0.162 hartree. The value obtained for the strongest force on any atom is 6.700 eV/A. The charge is +4.

Atom charges from the Mulliken analysis, given in e for atoms 1 to 4:
1. Ru -0.1835
2. P 1.5485
3. P 0.9899
4. P 1.4889

Record 5
Computed, not measured: a cluster of 2 separate species, C5H14NO2 in total at a distorted geometry, with ωB97M-V with the def2-TZVPD basis set.

XYZ file:
```
22
C5H14NO2 ωB97M-V with the def2-TZVPD basis set
C -1.086 -1.185 -2.379
C -1.416 -0.533 -1.006
N -0.199 -0.022 -0.377
C 0.417 -1.171 0.282
C -0.353 1.172 0.470
C -0.042 1.187 2.037
O 0.036 2.513 2.290
H -1.289 -2.261 -2.401
H -0.066 -0.915 -2.588
H -1.727 -0.774 -3.163
H -2.040 0.363 -1.136
H -2.012 -1.263 -0.428
H 0.070 -1.466 1.274
H 1.491 -0.987 0.402
H 0.251 -2.108 -0.261
H 0.407 1.933 0.255
H -1.317 1.646 0.260
H 0.944 0.645 2.168
H -0.817 0.672 2.645
H 2.749 1.238 -0.105
H 2.719 0.389 1.160
O 3.278 0.924 0.602
```

The energy relative to the best compared isomer or geometry (same formula, charge and spin) is 47.6 kcal/mol. The energy comes out at -10995.541 eV. For the HOMO energy, the calculation gives -2.4 eV. Its multiplicity is 1. As for the gap between HOMO and LUMO: 0.220 hartree. The value obtained for the strongest force on any atom is 1.932 eV/A. The charge is -1.

Atom charges from the Mulliken analysis, given in e for atoms 1 to 4:
1. C -1.1729
2. C -0.3582
3. N 0.1892
4. C -1.1430